Record 1
124
Properties=species:S:1:pos:R:3:forces:R:3:lowdin_charge:R:1 method="wB97M-V/def2-TZVPD" total_charge=-1 gap_ev="4.120 / 7.511" spin_multiplicity=3 s_squared=2.02 energy_ha=-6654.6215
Ti -0.152415 0.297177 -0.271356 -0.01 0.52 1.56 0.99
C -8.442522 2.341192 -0.045910 0.10 -0.05 -0.01 -0.06
C -7.094633 1.853964 -0.509730 -0.04 -0.01 -0.04 -0.28
C -5.952991 2.633635 -0.385775 -0.12 0.02 -0.03 -0.05
C -4.717994 2.167751 -0.818573 0.16 0.06 -0.11 -0.05
C -4.619526 0.916547 -1.394093 0.30 -0.15 -0.03 -0.26
C -5.752503 0.124884 -1.528542 -0.04 -0.07 -0.02 -0.06
C -6.978071 0.587656 -1.084327 0.09 0.04 -0.02 -0.05
S -3.055595 0.217370 -1.975814 -0.42 0.48 0.15 0.57
O -3.101291 -1.144502 -1.473562 0.09 -0.06 0.11 -0.33
O -3.119603 0.382633 -3.415850 0.11 -0.04 0.01 -0.31
N -1.877688 1.007467 -1.290783 -0.84 -0.18 -0.94 -0.30
C -1.463831 2.243698 -1.924001 0.03 0.15 -0.18 -0.17
C 0.059606 2.238826 -2.144707 -0.35 0.82 -0.53 -0.61
O 0.604054 3.207352 -2.641935 0.03 -0.19 0.06 0.06
O 0.651006 1.147025 -1.771211 0.41 0.09 -1.06 -0.18
H -8.384142 3.354606 0.349607 -0.01 0.00 0.02 0.07
H -8.834612 1.684754 0.733440 -0.05 0.05 0.03 0.08
H -9.156529 2.334602 -0.871533 -0.03 0.03 0.02 0.08
H -6.027743 3.619653 0.058170 0.02 0.01 0.02 0.10
H -3.830491 2.776339 -0.701121 -0.02 -0.01 0.07 0.11
H -5.646958 -0.855372 -1.975375 -0.07 -0.02 0.03 0.11
H -7.860549 -0.034920 -1.183156 0.00 -0.02 -0.01 0.11
H -1.695872 3.115695 -1.298752 0.07 -0.01 -0.05 0.12
H -1.955229 2.367479 -2.893750 0.16 0.23 -0.02 0.12
C -3.304538 4.214647 4.968972 -0.07 -0.06 -0.07 -0.07
C -4.083011 3.257135 4.060649 0.07 0.12 -0.02 -0.56
C -5.086002 4.085826 3.245355 -0.03 -0.10 0.06 -0.05
C -4.818011 2.245341 4.948963 0.00 0.03 -0.09 -0.05
C -3.169881 2.510241 3.098377 0.42 0.09 0.03 -0.18
C -3.659012 1.438876 2.305755 -0.20 -0.15 0.01 -0.04
C -2.808746 0.778115 1.451120 -0.12 0.02 0.10 -0.17
N -1.509876 1.046166 1.298608 -0.07 0.40 0.68 0.01
C -1.027758 2.122803 2.014434 0.28 0.08 -0.01 -0.21
C -1.855248 2.841841 2.916272 -0.18 -0.13 0.15 0.03
C 0.319250 2.486277 1.765983 -0.14 -0.01 -0.13 -0.23
C 1.085672 3.299365 2.636799 0.08 0.14 0.02 0.02
C 2.415758 3.533786 2.402723 -0.24 -0.08 -0.06 -0.18
C 2.956222 2.994156 1.213103 0.12 0.05 0.04 -0.02
C 2.157665 2.237033 0.385747 0.05 0.02 -0.06 -0.11
N 0.884895 1.928445 0.643371 0.14 1.03 1.00 0.00
C 3.296510 4.244256 3.422493 -0.09 -0.03 0.05 -0.55
C 3.898647 3.148613 4.318751 0.02 0.13 -0.03 -0.04
C 4.415337 5.032782 2.730214 -0.06 -0.06 0.01 -0.06
C 2.481937 5.208610 4.295695 0.07 -0.07 -0.07 -0.07
H -3.989741 4.687900 5.675608 -0.02 -0.01 0.01 0.08
H -2.827475 5.008220 4.392428 0.05 0.00 0.01 0.08
H -2.538911 3.683200 5.536540 0.03 0.02 0.01 0.09
H -5.758216 4.637548 3.908103 -0.04 -0.02 0.00 0.08
H -5.682211 3.444204 2.594611 -0.02 0.01 -0.02 0.07
H -4.552442 4.805756 2.622200 -0.02 0.00 -0.04 0.09
H -5.418560 2.759564 5.702939 -0.03 0.02 -0.01 0.08
H -4.095936 1.604478 5.457934 -0.02 -0.02 0.03 0.09
H -5.478453 1.609197 4.359859 -0.01 -0.03 0.03 0.07
H -4.700175 1.145393 2.337007 0.01 -0.03 -0.04 0.10
H -3.198356 -0.023020 0.841266 -0.01 -0.04 -0.05 0.09
H -1.420109 3.683573 3.431967 0.00 0.01 0.04 0.09
H 0.611513 3.681002 3.528843 0.01 -0.01 0.02 0.09
H 3.988408 3.158939 0.940028 -0.02 0.00 -0.08 0.10
H 2.551869 1.835128 -0.534659 0.01 -0.08 -0.03 0.10
H 4.464188 2.433049 3.719539 0.04 0.00 0.02 0.08
H 3.098032 2.602401 4.819704 0.02 -0.02 0.03 0.08
H 4.556619 3.583617 5.076236 0.04 -0.01 0.00 0.08
H 5.167799 4.366218 2.308271 0.00 0.03 -0.06 0.07
H 4.914195 5.689628 3.445495 0.03 -0.03 0.03 0.08
H 4.008034 5.646959 1.925719 0.04 0.03 -0.01 0.09
H 1.838184 4.664549 4.987285 -0.07 0.04 -0.01 0.07
H 1.860707 5.860359 3.679720 0.00 0.04 0.02 0.09
H 3.153219 5.831114 4.890329 0.01 -0.02 0.03 0.08
C 4.969173 -0.221580 0.926452 -0.07 0.01 -0.05 -0.03
N 5.145490 -0.906926 -0.338633 -0.02 -0.07 -0.03 -0.08
C 6.323724 -1.731806 -0.486094 0.05 0.03 -0.07 -0.17
C 6.703216 -1.853557 -1.951114 -0.18 -0.05 0.10 -0.16
C 5.499627 -2.393883 -2.702843 0.09 0.09 0.10 -0.18
N 4.348142 -1.558966 -2.443268 -0.12 -0.04 -0.15 -0.09
C 3.295221 -1.557153 -3.439031 0.00 -0.03 0.17 -0.03
C 4.129207 -0.881799 -1.262923 0.02 0.29 0.05 -0.46
O 3.100105 -0.248213 -1.071974 0.33 -0.14 -0.22 0.03
H 5.191230 -0.897253 1.755391 -0.02 0.00 0.01 0.09
H 3.938979 0.113269 1.006737 -0.02 -0.02 0.06 0.07
H 5.629606 0.650428 0.987496 0.02 -0.02 0.03 0.09
H 6.151447 -2.731044 -0.060478 0.07 0.01 0.04 0.13
H 7.133391 -1.267691 0.081607 0.00 -0.02 0.01 0.12
H 7.568288 -2.507602 -2.066992 -0.02 -0.02 -0.03 0.11
H 6.951128 -0.865823 -2.345647 0.06 0.00 0.01 0.12
H 5.301699 -3.433749 -2.406078 0.04 -0.02 -0.06 0.12
H 5.687170 -2.383704 -3.779566 -0.02 -0.05 0.00 0.12
H 2.873313 -2.559717 -3.568349 -0.01 0.00 -0.03 0.09
H 3.685155 -1.207779 -4.399131 -0.01 -0.02 -0.01 0.09
H 2.512754 -0.885570 -3.097431 -0.01 0.02 -0.06 0.07
F 3.723524 -2.826515 3.725032 0.01 -0.03 0.01 0.02
C 2.849183 -2.198738 2.886440 -0.06 0.04 -0.07 -0.32
C 2.664245 -2.686783 1.612328 0.06 -0.13 -0.01 -0.04
C 1.795899 -2.012740 0.758836 -0.09 0.04 0.16 -0.14
C 1.060905 -0.865469 1.115572 0.61 -0.61 0.73 -0.19
C 1.300158 -0.450284 2.438110 -0.01 -0.02 0.00 -0.14
C 2.178961 -1.078293 3.319194 0.00 -0.04 0.08 -0.03
H 3.191833 -3.578912 1.292969 0.04 0.02 0.00 0.11
H 1.711720 -2.422452 -0.240462 0.07 0.04 -0.06 0.08
H 0.787044 0.420311 2.832313 0.00 0.04 -0.04 0.08
H 2.342879 -0.704139 4.323327 -0.01 0.00 0.00 0.11
Br -4.279036 -4.522049 4.883416 -0.01 0.09 -0.10 0.72
C -3.351614 -3.407405 3.656785 0.11 0.17 -0.03 -0.69
C -2.409395 -2.506971 4.123203 -0.22 -0.24 0.11 -0.10
C -1.703914 -1.770540 3.186358 0.18 0.17 -0.19 -0.11
N -1.886154 -1.869288 1.873687 -0.41 -0.47 0.08 0.08
C -2.854260 -2.688328 1.453954 0.22 0.17 -0.01 -0.13
C -3.607631 -3.486861 2.298642 -0.14 -0.18 0.17 -0.10
H -2.232586 -2.384983 5.182020 0.08 -0.01 -0.01 0.10
H -0.951449 -1.058245 3.502433 0.05 -0.02 0.02 0.10
H -3.041420 -2.678860 0.384571 -0.01 -0.06 -0.05 0.10
H -4.371410 -4.145495 1.909795 0.01 0.00 -0.02 0.10
N -0.815166 -4.942790 -1.245249 -0.06 0.19 0.08 0.12
C -0.678637 -3.681641 -1.812320 0.04 -0.41 -0.42 -0.36
C -0.546125 -2.561884 -1.000444 0.05 0.55 0.20 -0.10
N -0.318188 -1.338940 -1.488324 -0.52 -2.48 -1.56 -0.02
C -0.275821 -1.269559 -2.834505 0.10 0.25 0.00 -0.11
C -0.427662 -2.384823 -3.621996 0.02 -0.42 -0.13 -0.10
N -0.615743 -3.616416 -3.139620 0.00 0.32 0.40 0.13
H -1.233490 -4.940781 -0.327449 0.00 -0.11 -0.01 0.08
H -1.215412 -5.613478 -1.882250 -0.03 -0.02 0.04 0.09
H -0.624998 -2.645749 0.071852 0.06 0.00 0.07 0.09
H -0.132774 -0.299899 -3.280631 0.04 0.04 0.07 0.12
H -0.387497 -2.310183 -4.701439 -0.02 0.17 0.01 0.11

=====

Record 2
16
Properties=species:S:1:pos:R:3:forces:R:3:lowdin_charge:R:1 method="wB97M-V/def2-TZVPD" gap_ev=10.926 spin_multiplicity=1 smiles="C=C1C[C@@H]1C.O" energy_ha=-271.6817
C -0.345123 -2.062330 -0.667307 -0.03 -0.03 0.01 -0.07
C 0.085865 -0.611122 -0.651373 0.11 -0.07 0.07 -0.29
C -0.898691 0.480235 -1.076552 -0.12 0.14 -0.09 -0.06
C -0.486427 0.323927 0.324003 -0.05 0.01 0.16 -0.31
C -0.586525 0.727688 1.578900 -0.04 -0.07 -0.13 0.04
O 2.246688 2.038252 0.488281 0.03 -0.07 0.14 -0.07
H 0.279165 -2.668753 -0.002606 -0.08 0.10 -0.08 0.07
H -1.383329 -2.158851 -0.330837 0.14 0.03 -0.05 0.08
H -0.273444 -2.481346 -1.676826 0.00 0.06 0.13 0.08
H 1.122686 -0.420716 -0.928608 -0.15 -0.03 0.03 0.14
H -0.511079 1.324169 -1.642909 -0.04 -0.12 0.09 0.11
H -1.906580 0.173010 -1.353825 0.17 0.03 0.07 0.11
H 1.317270 1.875695 0.701655 0.05 -0.01 -0.04 -0.01
H -1.232130 1.556620 1.859466 0.07 -0.11 -0.06 0.07
H -0.035422 0.232181 2.375784 -0.07 0.05 -0.12 0.07
H 2.722750 1.549536 1.170289 -0.01 0.09 -0.13 0.04

=====

Record 3
28
Properties=species:S:1:pos:R:3:forces:R:3:lowdin_charge:R:1 method="wB97M-V/def2-TZVPD" total_charge=+1 gap_ev="6.055 / 7.711" spin_multiplicity=1 energy_ha=-638.5991
C 2.495595 1.607900 -0.513364 -0.79 -2.58 -1.12 -0.09
C 2.452170 -2.186937 0.650048 -6.05 0.91 0.94 -0.06
C -1.749017 2.444113 0.306033 -0.58 -1.57 2.82 -0.10
C 2.699485 0.099701 -0.427945 2.29 -0.03 -1.37 -0.33
C -2.159767 -1.779093 -0.232380 3.41 1.34 2.03 -0.43
C 2.059602 -0.714281 0.627109 -0.10 -0.80 -2.65 -0.09
N -1.839589 1.032251 0.678238 -1.03 -2.14 -2.79 -0.15
N -3.386852 -1.063672 -0.327980 -1.87 -0.41 -0.64 -0.13
Si -0.861748 -0.267114 -0.689115 -0.92 0.38 1.01 0.90
H 2.674174 1.792131 -1.547113 -0.29 0.84 -0.75 0.08
H 3.194931 2.121737 0.004331 1.97 1.76 1.97 0.04
H 1.513838 1.818758 -0.205765 -1.40 0.80 0.19 0.03
H 2.877446 -2.390884 -0.237477 1.53 -0.98 -3.02 0.03
H 3.114509 -2.256323 1.410406 2.22 -0.69 2.62 0.05
H 1.542238 -2.939022 0.830655 1.99 1.74 -0.19 0.14
H -2.256882 2.985271 1.062895 -1.08 0.92 0.15 0.09
H -0.774173 2.715520 0.427171 2.85 0.92 -0.23 0.05
H -2.073047 2.517482 -0.642875 -1.23 0.93 -3.11 0.04
H 2.464284 -0.217087 -1.484003 0.32 -0.70 1.32 0.12
H 3.871041 -0.033109 -0.347306 -1.92 -0.23 -0.04 0.17
H -1.840261 -1.979632 0.907366 -0.94 0.22 -2.50 0.11
H -1.999879 -2.669984 -0.828779 -0.21 -0.18 0.02 0.05
H 1.692038 -0.153366 1.431851 -0.54 0.22 1.44 0.07
H -1.543886 0.964610 1.625328 -0.17 -0.76 0.87 0.09
H -4.067881 -1.470917 0.310465 -0.23 0.12 -0.29 0.10
H -2.823708 0.584691 0.405334 1.88 0.75 1.22 0.12
H -3.758416 -1.151706 -1.294511 0.15 0.23 1.02 0.11
H -1.516252 0.588961 -1.898612 0.72 -1.01 1.07 -0.04

=====

Record 4
25
Properties=species:S:1:pos:R:3:forces:R:3:lowdin_charge:R:1 method="wB97M-V/def2-TZVPD" total_charge=-1 gap_ev=6.646 spin_multiplicity=1 energy_ha=-1048.6006
C 2.628345 0.954172 0.338750 -1.34 -0.69 1.77 -0.10
C 3.240099 0.130273 -0.526798 1.31 0.07 -1.22 -0.17
C 1.591289 0.399168 1.092191 0.33 0.51 0.14 -0.09
C 2.911649 -1.171743 -0.722418 -0.06 -2.79 -0.21 -0.11
C 1.221211 -0.935252 0.913954 -2.24 0.63 0.50 -0.08
C 1.808266 -1.761346 -0.066179 1.47 3.03 1.36 -0.05
C -1.220856 0.172010 -1.742022 0.07 -3.52 0.29 -0.05
C -2.335729 2.257669 0.977060 -1.37 -0.11 2.02 -0.07
C -1.785172 0.377694 -0.372740 -0.26 -2.93 -1.93 -0.44
O -4.104308 -0.414894 0.432539 1.11 -0.38 -0.01 -0.36
O -2.553895 -2.100452 -0.523566 -0.16 1.15 0.90 -0.39
O -2.083019 -1.102130 1.694239 -0.52 0.03 -0.57 -0.39
O -1.875114 1.555409 -0.038453 -0.38 3.36 0.97 -0.10
S -2.726602 -0.939732 0.376978 -0.28 -0.69 0.60 0.45
H 3.135162 1.836485 0.615286 -0.09 1.35 0.03 0.09
H 4.095772 0.497982 -1.032304 0.86 0.27 -0.48 0.09
H 1.104047 0.998999 1.875393 0.12 -0.40 -0.43 0.11
H 3.687178 -1.805614 -1.230692 -1.24 0.54 0.01 0.11
H 0.308836 -1.131182 1.565570 1.24 -0.80 -1.15 0.11
H -1.409672 -0.958581 -1.952468 -0.16 2.02 0.00 0.09
H -1.697133 0.782311 -2.519589 0.63 0.09 0.19 0.08
H -0.129640 0.090870 -1.644336 0.06 1.05 -0.61 0.06
H -2.888579 1.739602 1.859800 1.02 0.78 -2.03 0.09
H -2.541778 3.308709 0.703977 0.40 -0.84 0.24 0.04
H 1.619648 -2.780439 -0.074160 -0.53 -1.70 -0.39 0.08

=====

Summary of ΔE to the lowest compared entry with this formula, charge and spin in kcal per mole
26.95, 44.52, 76.42, 39.32
(order as listed above)
Summary of strongest force on any atom in eV/Å
2.98, 0.21, 6.19, 3.63
(order as listed above)